Below is 8 unconnected molecules or ions with the total composition H16O8, with properties calculated with the ωB97M-V functional and the def2-TZVPD basis.

SMILES string: O.O.O.O.O.O.O.O
Orbital gap (Ha): 0.399
E_HOMO (eV): -11.112
Relative energy (zero: lowest compared OMol25 entry of this formula, charge and spin) (kJ/mol): 223.03

Last column: Löwdin charge in e.
Element x y z (Å)
O  2.303  -1.775  -0.353  -0.102
H  -1.791  2.076  -1.782  0.062
H  0.635  1.046  -1.450  0.023
H  0.198  -0.797  -2.614  0.043
H  -0.736  -0.439  1.871  0.020
O  0.186  -2.170  1.535  -0.067
H  -2.293  -0.597  -1.128  0.004
H  0.960  1.642  4.045  0.032
H  0.671  1.000  0.186  0.042
O  1.534  1.069  3.536  -0.036
H  -1.231  0.881  2.064  0.060
H  0.646  -3.013  1.438  0.057
H  1.926  -0.884  -0.564  0.000
H  -0.368  0.494  -2.999  -0.044
H  -1.648  -0.065  0.172  0.019
O  -1.596  1.675  -2.635  -0.040
O  -2.437  -0.558  -0.198  -0.052
O  0.388  -0.053  -3.201  -0.053
O  -0.456  0.453  1.787  -0.021
H  -2.416  1.781  -3.156  0.088
H  2.831  -1.658  0.485  0.075
O  1.109  0.747  -0.660  -0.063
H  1.061  0.751  2.810  -0.057
H  0.523  -1.604  0.811  0.011

---

Below is a molecular structure, C18H37AlB2BeCl4F5KLiO6Si, with properties calculated with the ωB97M-V functional and the def2-TZVPD basis.

Orbital gap (Ha): 0.155
E_HOMO (eV): -14.704
Total charge: +3

Last column: Löwdin charge in e.
Element x y z (Å)
F  -3.091  1.507  4.379  0.126
H  -1.888  0.345  -5.227  0.133
H  1.208  0.513  -1.678  0.101
F  -1.241  0.500  3.503  0.161
Al  -7.571  1.909  2.278  0.847
H  2.872  -1.594  -2.290  0.122
H  -4.455  1.466  -2.087  0.053
Be  -6.993  -0.685  0.348  0.539
H  7.827  0.254  2.181  0.144
Cl  -1.638  -4.200  -2.824  0.603
H  -0.904  1.208  -1.513  0.092
H  5.175  0.157  1.489  0.108
C  -0.172  -5.155  -2.528  -1.506
C  2.874  -0.885  -1.475  -0.080
H  7.769  -1.613  3.828  0.168
C  -5.341  1.704  1.773  -0.322
H  -1.934  2.818  -3.869  0.040
O  5.328  0.792  -0.766  0.152
C  -0.532  0.832  -3.624  -0.183
H  6.626  1.141  3.110  0.137
H  -0.709  1.549  -5.604  0.128
H  -3.702  -0.549  -1.704  0.100
H  -1.651  1.168  1.045  0.023
F  0.093  1.359  -0.001  -0.439
C  5.718  -1.290  4.163  -0.429
O  5.254  -1.889  5.263  -0.319
H  -4.012  -2.031  -0.856  0.130
C  6.932  0.147  2.786  -0.093
H  -0.021  -5.225  -1.459  0.017
C  -2.026  -1.432  -0.598  -0.056
C  -4.559  2.068  -1.189  -0.194
Cl  1.245  -4.350  -3.228  0.586
H  -1.930  -2.514  -0.607  0.074
H  7.425  -0.228  4.901  0.158
C  -1.328  0.583  -2.323  -0.119
H  2.359  2.113  -0.680  0.063
H  -2.346  0.897  -2.540  0.079
Li  -2.423  -0.850  6.823  0.904
C  1.326  -0.420  -1.138  -0.121
C  -1.382  1.212  -4.817  -0.226
H  -5.617  2.320  -1.111  0.053
F  -2.960  -0.779  4.326  0.093
H  0.437  -2.281  -0.789  0.121
C  7.100  -0.764  4.010  -0.020
C  4.194  1.023  -1.018  -0.486
C  0.497  -1.531  -1.574  -0.065
H  0.221  1.615  -3.484  0.133
O  -4.117  -0.421  0.348  -0.272
H  -4.858  2.029  2.694  0.057
H  1.294  -0.191  -0.086  0.110
H  -2.627  2.107  2.133  0.031
F  -1.634  0.367  5.772  -0.006
C  -2.464  1.889  1.084  -0.121
C  -3.502  -1.074  -0.775  -0.225
H  -4.015  2.994  -1.318  -0.207
B  -1.115  -0.946  -1.920  -0.395
B  -2.231  0.416  4.452  -1.247
H  3.851  3.062  -0.745  0.109
O  4.990  -1.139  3.151  0.135
Cl  -0.346  -6.771  -3.168  0.600
H  6.112  -1.339  1.396  0.154
H  3.475  2.055  0.674  0.097
H  3.346  -1.323  -0.601  0.141
O  -2.305  2.274  -4.565  -0.069
H  -2.122  2.778  0.558  0.037
H  0.028  -0.053  -3.922  0.119
H  -5.936  2.554  1.381  -0.050
K  -3.427  4.272  -1.996  1.064
Cl  5.113  -3.532  4.780  0.869
C  5.787  -0.535  2.053  -0.042
C  3.407  2.131  -0.405  0.047
H  0.840  -2.093  -2.439  0.028
H  -1.632  -1.123  0.367  0.120
H  -1.445  -1.597  -2.902  0.127
H  -6.012  0.826  1.932  -0.162
O  3.537  0.229  -1.958  0.005
Si  -4.041  1.220  0.425  0.416

---

Below is 2 unconnected molecules or ions with the total composition C4H3ClFNO, with properties calculated with the ωB97M-V functional and the def2-TZVPD basis.

Orbital gap (Ha): 0.315
E_HOMO (eV): -10.121
Relative energy (zero: lowest compared OMol25 entry of this formula, charge and spin) (kJ/mol): 622.25

Last column: Löwdin charge in e.
Element x y z (Å)
H  0.041  -1.401  -0.054  0.185
C  -0.492  -0.224  -1.640  -0.121
O  -0.634  -0.580  1.845  -0.113
N  2.324  0.923  0.777  0.153
H  -0.059  0.472  2.824  0.370
Cl  -1.419  1.979  -0.453  0.704
C  -0.660  0.446  -0.481  -0.642
C  0.022  -0.414  0.673  -0.512
C  1.336  0.129  0.987  -0.134
F  0.160  -1.479  -1.703  -0.063
H  -0.618  0.149  -2.775  0.171

---

Below is a molecular structure, C46H58N7O3S2Tl, with properties calculated with the ωB97M-V functional and the def2-TZVPD basis.

Orbital gap (Ha): 0.213
E_HOMO (eV): -7.400
Relative energy (zero: lowest compared OMol25 entry of this formula, charge and spin) (kJ/mol): 46.16

Last column: Löwdin charge in e.
Element x y z (Å)
H  1.473  -4.376  -3.785  0.113
C  -2.639  3.498  -1.718  -0.876
H  -5.019  0.355  5.137  0.074
C  0.573  0.547  -3.467  -0.041
H  4.844  -2.927  -3.579  0.109
C  -0.440  1.832  2.316  -0.240
C  -1.552  2.272  3.126  -0.141
C  2.017  2.879  -3.040  -0.041
C  -2.078  0.369  2.015  -0.215
H  -2.296  4.395  -4.860  0.128
H  -1.438  2.311  5.873  0.067
H  -4.489  4.550  -3.741  0.125
H  5.122  -1.281  -3.035  0.117
H  -2.163  -4.953  -2.238  0.109
H  2.579  -6.484  -3.073  0.074
C  -4.016  0.368  4.710  -0.076
H  5.832  -2.208  -0.768  0.065
C  0.239  1.395  -2.417  -0.333
H  5.608  3.397  0.350  0.108
C  -3.927  1.372  3.553  -0.181
C  -1.524  3.456  4.036  -0.181
O  4.795  2.894  -3.869  -0.374
H  4.749  3.237  3.549  0.071
H  -3.768  -0.636  4.364  0.064
H  5.540  -3.843  -1.371  0.069
H  1.978  0.181  -5.066  0.117
N  -2.051  3.875  -2.860  0.030
C  2.397  1.992  -4.036  -0.254
H  -0.982  -6.026  -0.270  0.070
C  3.444  -2.226  -2.151  -0.106
C  -4.504  -3.216  0.698  -0.185
H  -1.165  1.800  -0.991  -0.013
H  0.146  2.736  5.228  0.071
N  1.989  0.943  0.686  0.006
H  1.835  -5.716  -1.660  0.063
C  -4.518  2.534  -3.027  -0.174
C  5.817  -2.828  -1.665  -0.073
H  -4.083  -3.138  2.826  0.065
H  0.000  -0.364  -3.614  0.112
C  -3.108  -2.907  0.259  -0.124
C  0.068  -3.312  -1.433  0.070
H  -0.038  -4.225  -2.005  0.107
C  1.662  0.845  -4.272  -0.047
H  -4.150  2.374  3.921  0.105
H  -2.542  -6.172  0.546  0.068
C  3.982  2.056  0.528  -0.106
C  0.790  2.481  2.173  0.070
H  4.278  4.581  1.501  0.106
O  4.411  0.891  -5.197  -0.373
C  -2.299  -3.641  -0.570  -0.124
C  -2.348  -1.755  0.683  -0.216
H  2.589  4.741  1.975  0.113
C  -4.539  -3.820  2.108  -0.076
H  6.200  0.420  0.778  0.065
C  3.654  -0.096  -0.785  0.097
C  2.951  -1.219  -1.234  -0.191
S  -1.939  3.799  -0.218  0.661
H  6.291  1.684  2.011  0.069
H  -4.572  3.331  -5.028  0.119
H  4.078  4.820  3.971  0.074
H  3.576  -5.594  -1.915  0.071
N  -0.774  0.973  -1.471  0.053
H  -1.133  4.281  -2.791  0.122
S  3.972  2.246  -4.885  0.396
C  3.461  4.084  2.024  -0.181
H  -2.234  2.654  -4.563  0.125
H  -4.959  -3.918  -0.002  0.104
N  -0.792  0.681  1.681  0.000
H  6.823  -2.855  -2.081  0.075
C  2.610  -5.611  -2.420  -0.077
C  -2.601  -4.945  -1.237  -0.185
C  4.828  -2.278  -2.702  -0.168
H  5.513  2.190  -0.924  0.116
C  3.158  2.793  1.335  -0.117
N  -1.114  -1.815  0.103  -0.006
H  3.058  3.376  4.038  0.066
C  -0.871  3.099  5.377  -0.074
C  -2.786  -0.739  1.541  0.067
C  2.420  -3.111  -2.357  -0.117
C  0.930  2.586  -2.225  -0.060
C  -2.565  1.372  2.934  -0.130
H  3.221  -4.239  -3.959  0.106
H  -4.677  1.126  2.797  0.110
H  -0.977  4.272  3.561  0.110
C  3.862  3.867  3.488  -0.076
C  -2.055  -6.129  -0.428  -0.076
C  2.414  -4.325  -3.232  -0.180
H  -1.507  0.468  -1.958  0.104
C  -1.041  -2.939  -0.666  -0.213
C  1.306  -2.674  -1.550  -0.213
N  1.666  -1.533  -0.890  0.003
C  5.392  2.347  0.148  -0.169
H  7.402  1.702  0.629  0.076
H  -4.278  1.527  -3.386  0.118
H  0.646  3.246  -1.412  0.081
H  -5.567  -4.015  2.414  0.074
C  1.906  2.084  1.433  -0.207
H  -5.101  -2.300  0.684  0.110
C  -4.126  3.573  -4.066  -0.162
H  0.888  3.419  2.703  0.111
C  3.223  0.897  0.100  -0.192
H  -3.307  0.630  5.495  0.069
C  6.382  1.483  0.941  -0.072
H  -2.243  -7.068  -0.950  0.074
H  -3.802  -0.833  1.902  0.106
H  -5.589  2.579  -2.827  0.121
H  -3.987  -4.759  2.138  0.069
N  -3.792  2.805  -1.793  0.009
O  3.665  3.073  -6.032  -0.349
H  4.643  0.040  -1.206  0.125
H  2.608  3.773  -2.894  0.118
Tl  0.363  -0.305  0.211  1.104
H  -0.836  3.967  6.036  0.074
C  -2.610  3.608  -4.176  -0.158
H  -4.209  2.570  -0.909  0.117
H  -2.542  3.805  4.216  0.107
H  -3.681  -5.063  -1.345  0.104

---

Below is a gas-phase ion, C3H6N3 (charge +1), with properties calculated with the ωB97M-V functional and the def2-TZVPD basis.

SMILES string: C[n+]1ccn[nH]1
Orbital gap (Ha): 0.418
E_HOMO (eV): -16.041
Relative energy (zero: lowest compared OMol25 entry of this formula, charge and spin) (kJ/mol): 143.53
Total charge: +1

Last column: Löwdin charge in e.
Element x y z (Å)
N  -1.837  -0.190  0.835  0.122
H  1.993  1.116  -0.439  0.097
H  1.930  0.210  1.153  0.122
H  -0.185  0.095  2.091  0.201
C  1.696  0.191  0.034  0.054
N  -0.545  -0.002  1.145  0.067
H  2.277  -0.664  -0.457  0.137
C  -1.941  -0.134  -0.474  -0.038
H  -0.084  -0.172  -1.936  0.132
C  -0.603  -0.149  -1.021  0.068
N  0.205  0.068  0.038  -0.107
H  -2.907  -0.370  -0.970  0.145

---

Below is 2 unconnected molecules or ions with the total composition CH4N2O2S, with properties calculated with the ωB97M-V functional and the def2-TZVPD basis.

Orbital gap (Ha): 0.327
E_HOMO (eV): -9.643
Relative energy (zero: lowest compared OMol25 entry of this formula, charge and spin) (kJ/mol): 79.93

Last column: Löwdin charge in e.
Element x y z (Å)
N  -0.469  -1.531  0.335  0.041
H  0.968  1.138  -1.060  0.137
H  -0.194  -1.150  1.323  0.077
N  0.378  0.561  -0.401  0.061
O  -2.768  1.559  0.543  -0.437
H  0.520  0.929  0.510  0.082
O  -4.155  1.194  -1.380  -0.415
H  -0.006  -0.859  -1.626  0.128
S  -3.334  0.643  -0.396  0.833
C  -0.006  -0.686  -0.502  -0.508

---

Below is 2 unconnected molecules or ions with the total composition C4H5BrSi, with properties calculated with the ωB97M-V functional and the def2-TZVPD basis.

Orbital gap (alpha / beta) (Ha): 0.245 / 0.245
E_HOMO (alpha / beta) (eV): -8.853 / -8.852
Relative energy (zero: lowest compared OMol25 entry of this formula, charge and spin) (kJ/mol): 270.70

Last column: Löwdin charge in e.
Element x y z (Å)
C  -0.170  -0.761  1.072  -0.238
H  -0.969  -2.122  -0.561  0.129
H  0.579  1.807  2.241  -0.046
H  -0.346  1.963  -1.415  0.022
C  -0.334  1.138  -0.788  -0.192
H  0.281  -1.280  1.908  0.051
C  -0.810  -0.089  -1.094  -0.197
Si  0.409  1.039  0.983  0.866
Br  3.265  -0.108  -0.168  -0.313
H  -1.275  -0.452  -2.056  0.130
C  -0.629  -1.135  -0.124  -0.213

---

Below is a single C18H22N4O4S molecule, with properties calculated with the ωB97M-V functional and the def2-TZVPD basis.

SMILES string: CCOC(=O)N1CCN(C(=O)CSc2nnc(Cc3ccccc3)o2)CC1
Orbital gap (Ha): 0.344
E_HOMO (eV): -8.777
Relative energy (zero: lowest compared OMol25 entry of this formula, charge and spin) (kJ/mol): 159.66

Last column: Löwdin charge in e.
Element x y z (Å)
C  -7.161  -1.636  -0.569  -0.217
O  -0.309  0.400  2.391  0.067
H  -8.572  -0.650  0.729  0.077
H  -9.264  -1.267  -0.781  0.077
C  -3.874  -0.080  1.371  -0.101
C  6.643  -0.517  0.857  -0.037
N  4.512  2.136  0.713  0.100
C  6.922  -1.820  1.229  -0.077
H  -0.370  2.798  0.388  0.086
H  7.001  -2.074  2.275  0.104
C  -2.478  -0.670  1.148  -0.100
H  -3.810  0.734  2.102  0.137
C  6.990  -2.464  -1.078  -0.084
H  -2.195  -0.012  -1.396  0.140
C  -8.399  -0.782  -0.337  -0.061
H  -2.540  -1.526  0.468  0.137
C  0.242  1.940  0.661  -0.322
C  -2.116  0.831  -0.700  -0.132
N  3.165  2.167  0.767  0.044
C  2.745  1.600  -0.321  -0.679
H  6.621  -0.908  -2.498  0.111
O  -6.012  -1.083  0.071  -0.012
N  -1.614  0.336  0.561  -0.066
H  7.124  -3.222  -1.836  0.102
H  -1.447  1.569  -1.136  0.083
C  -5.393  -0.084  -0.594  -0.540
C  4.848  1.564  -0.392  -0.345
C  -3.512  1.436  -0.487  -0.102
H  -3.441  2.309  0.172  0.135
C  6.212  1.246  -0.872  -0.056
C  6.708  -1.161  -1.451  -0.043
O  -5.710  0.301  -1.695  0.091
N  -4.379  0.457  0.127  -0.038
H  6.496  0.248  1.606  0.115
H  7.316  -3.813  0.551  0.101
H  -3.954  1.729  -1.440  0.127
H  -8.265  0.193  -0.798  0.075
H  -2.036  -0.983  2.095  0.125
C  7.098  -2.796  0.261  -0.092
H  6.906  1.937  -0.392  0.133
H  -7.276  -2.628  -0.126  0.123
S  1.120  1.369  -0.843  1.026
O  3.756  1.190  -1.114  0.089
H  -6.962  -1.726  -1.642  0.121
C  6.539  -0.180  -0.487  -0.227
C  -0.585  0.825  1.287  -0.519
H  6.253  1.368  -1.955  0.126
H  -4.558  -0.842  1.739  0.126
H  1.016  2.238  1.368  0.073